# 1
{"formula": "C25H75N15O10", "method": "the ωB97M-V functional and the def2-TZVPD basis", "s_squared": 0.75, "total_charge": -1, "homo_ev": [-0.052, -6.813], "multiplicity": 2, "symbols": ["C", "O", "N", "N", "H", "H", "H", "H", "C", "O", "N", "N", "H", "H", "H", "H", "C", "O", "N", "N", "H", "H", "H", "H", "C", "O", "N", "N", "H", "H", "H", "H", "C", "O", "N", "N", "H", "H", "H", "H", "C", "C", "C", "O", "C", "N", "H", "H", "H", "H", "H", "H", "H", "H", "H", "H", "H", "C", "C", "C", "O", "C", "N", "H", "H", "H", "H", "H", "H", "H", "H", "H", "H", "H", "C", "C", "C", "O", "C", "N", "H", "H", "H", "H", "H", "H", "H", "H", "H", "H", "H", "C", "C", "C", "O", "C", "N", "H", "H", "H", "H", "H", "H", "H", "H", "H", "H", "H", "C", "C", "C", "O", "C", "N", "H", "H", "H", "H", "H", "H", "H", "H", "H", "H", "H"], "xyz": [[1.6545, 1.0969, 3.5635], [1.1732, 0.4562, 2.6751], [1.1323, 1.3959, 4.7574], [2.8071, 1.7008, 3.4538], [1.8884, 1.6508, 5.3766], [0.3645, 0.7805, 4.9851], [3.2921, 1.5072, 2.5893], [3.3071, 2.1807, 4.1885], [-2.4600, -4.9518, -1.1502], [-2.7490, -4.7735, -2.2828], [-1.2802, -5.2181, -0.7028], [-3.3339, -5.0098, -0.1843], [-0.5025, -5.1986, -1.3470], [-1.1588, -5.5016, 0.2590], [-2.9307, -5.1147, 0.7358], [-4.3051, -4.8566, -0.4157], [-0.9933, -1.3157, 0.2414], [-1.7608, -1.8250, -0.5369], [-0.3088, -1.8728, 1.2136], [-0.6937, -0.0548, 0.2578], [-0.3313, -1.2933, 2.0406], [-0.3490, -2.8819, 1.2267], [-0.0581, 0.3390, 0.9368], [-1.2508, 0.5635, -0.3145], [-5.1608, -1.5573, 1.0015], [-6.2012, -1.0029, 1.3485], [-5.0032, -2.0976, -0.1511], [-4.2045, -1.8520, 1.8654], [-4.1657, -2.6174, -0.3715], [-5.7971, -1.9321, -0.7531], [-3.4609, -2.4115, 1.4728], [-4.1725, -1.4904, 2.8079], [-2.6279, -4.7998, 3.2230], [-1.8151, -4.3496, 2.4215], [-3.3561, -4.2243, 4.1190], [-2.8121, -6.0930, 3.1938], [-3.9432, -4.7499, 4.7508], [-3.2134, -3.2318, 4.2405], [-2.2745, -6.6308, 2.5291], [-3.2188, -6.5502, 3.9973], [1.1196, 3.7580, 0.0270], [1.5051, 2.8648, -1.1448], [1.1061, 3.5035, -2.4118], [1.9097, 4.6561, -2.7028], [1.6342, 5.2097, -3.9709], [2.8909, 2.5228, -1.0605], [1.1502, 3.1434, 0.9267], [0.0996, 4.0492, -0.2241], [1.7044, 4.6755, 0.0930], [1.0461, 1.8797, -1.0616], [0.0683, 3.8368, -2.4109], [1.3043, 2.7392, -3.1632], [0.6646, 5.7076, -3.9621], [1.6174, 4.5774, -4.8586], [2.4618, 5.8893, -4.1741], [3.1364, 1.7152, -1.6151], [3.3871, 3.2953, -1.4813], [-1.6520, 5.4544, 2.7644], [-1.6554, 4.2098, 3.6266], [-1.9178, 2.8470, 3.0448], [-3.1218, 2.7999, 2.3509], [-3.4845, 1.4239, 2.0930], [-0.3935, 4.2904, 4.3588], [-1.3602, 6.4301, 3.1530], [-2.6461, 5.5775, 2.3346], [-1.0368, 5.1957, 1.9027], [-2.4595, 4.4262, 4.3300], [-1.9406, 2.1546, 3.8863], [-1.1161, 2.4892, 2.3988], [-4.4059, 1.4280, 1.5105], [-3.6146, 0.8206, 2.9914], [-2.7509, 0.9476, 1.4426], [0.3184, 4.7016, 3.7720], [-0.0511, 3.3936, 4.6729], [3.5531, 0.6741, -6.6716], [3.2616, 0.8933, -5.1957], [2.9379, -0.3056, -4.2419], [2.2796, 0.0563, -3.0477], [1.8974, -1.1317, -2.2831], [4.3350, 1.6819, -4.6964], [2.6008, 0.5636, -7.1903], [4.2562, -0.1229, -6.9135], [3.8994, 1.5753, -7.1776], [2.4182, 1.5837, -5.2115], [3.8638, -0.8464, -4.0464], [2.2604, -1.0031, -4.7344], [1.2027, -0.7786, -1.5211], [2.7132, -1.6961, -1.8313], [1.3120, -1.8004, -2.9142], [4.6287, 2.3654, -5.3796], [4.0428, 2.1259, -3.8376], [3.4611, -3.6635, 1.3065], [3.0736, -2.4133, 2.0260], [4.0967, -1.9249, 3.1117], [4.4970, -2.7808, 4.1595], [3.4212, -3.1518, 4.9812], [2.7968, -1.3703, 1.1044], [4.5059, -3.6563, 0.9959], [2.9684, -3.8681, 0.3560], [3.4055, -4.5817, 1.8913], [2.1768, -2.6320, 2.6057], [3.8547, -0.9963, 3.6286], [5.0718, -1.8438, 2.6314], [2.9071, -2.3515, 5.5134], [3.6848, -3.5737, 5.9510], [2.6892, -3.8240, 4.5335], [2.1180, -0.7076, 1.4511], [2.3703, -1.9021, 0.3591], [-1.0570, 0.2839, -4.8518], [-1.3073, -0.1432, -3.4000], [-2.3803, 0.7645, -2.8186], [-1.8273, 2.0491, -2.6255], [-2.7218, 2.9943, -2.0102], [-1.7207, -1.4851, -3.4137], [-1.8514, -0.0512, -5.5188], [-0.1414, -0.2238, -5.1551], [-0.8648, 1.3544, -4.7799], [-0.4009, 0.0029, -2.8124], [-2.7762, 0.4616, -1.8493], [-3.2387, 0.9163, -3.4730], [-2.4918, 4.0321, -2.2513], [-2.5756, 2.8475, -0.9401], [-3.7399, 2.6765, -2.2352], [-1.6667, -1.7883, -2.4518], [-1.0432, -2.1099, -3.8267]]}

***

# 2
{"formula": "CH3NS3", "method": "the ωB97M-V functional and the def2-TZVPD basis", "smiles": "S=CN(S)S", "homo_ev": -9.030, "symbols": ["S", "C", "N", "S", "S", "H", "H", "H"], "xyz": [[-0.9445, -0.3137, 2.6915], [0.0580, 0.1117, 1.5641], [-0.0972, -0.5819, -0.1272], [-1.7665, -1.1070, -0.3921], [0.5732, 0.5479, -1.0960], [0.7811, 0.8002, 1.1824], [-2.3280, 0.2095, -0.6704], [1.4310, -0.2766, -1.6550]]}